Formula: CH3FN2O2
Source: the OMol25 dataset
Level of theory: ωB97M-V/def2-TZVPD

XYZ file:
```
9
Properties=species:S:1:pos:R:3:forces:R:3:nbo_charge:R:1
C -0.152286 0.138945 -0.104467 -0.226 -0.676 -1.995 -0.4869
N -1.425241 0.673640 0.262515 -2.269 1.076 -0.191 0.0596
N -2.558437 -0.376803 0.274275 0.366 3.578 -0.626 0.6353
O -2.194876 -1.363416 0.760194 0.800 -3.311 1.242 -0.3373
O -3.649347 -0.004363 -0.028989 0.153 0.041 -0.291 -0.3226
F -1.857791 1.596610 -0.727830 0.603 -0.641 0.602 -0.2369
H 0.342303 0.798844 -0.821627 -0.628 -0.394 -0.588 0.2435
H 0.550358 0.147131 0.646057 1.007 0.169 2.561 0.2197
H -0.260425 -0.915319 -0.360768 0.194 0.158 -0.713 0.2256
```
Positions in Å, forces in eV/Å.

Its energy above the lowest of the compared OMol25 structures with the same formula, charge and spin is 2.9381 eV. As for the electronic energy: -10872.2889 eV. For the LUMO energy, the calculation gives 0.299 eV. Its frontier orbital gap is 11.21 eV. The SMILES is CN(F)[N+](=O)[O-].